Here is C45H39Br3N4O5Yb as an isolated structure at a distorted geometry from the Open Molecules 2025 dataset. Energies are from the ωB97M-V functional and the def2-TZVPD basis.

Each line ends with the Löwdin spin population.
Cartesian coordinates (Å):
C  2.645  1.228  -1.569  0.0399
H  -1.532  -5.376  0.513  0.0000
C  -3.351  -0.721  0.543  0.0006
C  2.831  0.859  3.601  0.0003
N  -0.611  -0.307  1.532  -0.0066
C  -3.970  -2.697  4.987  0.0001
H  1.580  1.210  -1.876  0.0004
C  -5.048  -1.857  2.555  0.0004
H  -3.989  0.982  -4.346  0.0000
H  -5.686  2.780  -4.350  0.0000
C  -3.159  -2.106  4.050  0.0000
H  -1.017  -3.491  -5.943  0.0000
C  -3.642  3.961  -1.920  0.0000
Yb  -0.681  0.055  -0.658  0.0019
C  -4.739  -0.938  0.338  0.0003
H  2.905  -2.847  -1.933  0.0000
H  1.664  0.688  5.389  0.0001
H  -5.969  -3.311  5.485  0.0000
C  3.012  2.672  -1.101  0.0682
C  -1.169  -4.048  -2.583  0.0000
C  -4.697  3.888  -2.806  0.0000
C  2.085  3.163  -0.040  0.2200
C  4.692  -0.850  -1.737  0.0017
C  -2.822  1.866  -2.784  0.0000
C  2.500  3.578  1.183  0.0247
Br  -0.300  -0.644  -5.699  0.0001
C  -1.400  -5.023  -1.592  0.0000
H  4.704  -1.157  0.912  0.0001
C  2.845  0.720  2.220  0.0054
C  1.705  0.320  1.556  0.0004
C  -1.211  -4.287  -3.968  0.0000
C  -1.562  3.021  -0.894  -0.0001
O  -1.496  3.990  -0.150  0.0000
C  -0.593  -1.671  -3.082  0.0000
N  2.885  0.275  -0.503  0.0049
H  3.732  0.943  1.652  0.0018
C  3.906  -1.725  0.443  0.0003
C  -4.843  2.821  -3.675  0.0000
H  3.090  -1.824  1.152  0.0001
O  -0.718  2.062  -0.928  0.0002
H  1.992  -1.411  -2.416  0.0003
H  2.866  3.285  -2.010  0.0327
C  -0.871  -2.728  -2.145  0.0000
C  3.869  3.555  1.515  0.3261
H  0.511  4.125  1.751  0.0001
N  -0.803  -2.389  -0.830  -0.0001
H  -1.605  -6.045  -1.879  0.0000
Br  -1.599  -6.040  -4.622  0.0000
O  -2.658  -0.209  -0.425  0.0051
C  -2.808  -1.048  1.839  0.0008
H  6.869  2.594  0.193  0.0004
H  -3.519  4.790  -1.238  0.0000
C  -3.891  1.814  -3.663  0.0000
C  2.431  -1.937  -1.567  0.0005
H  5.290  -0.015  -1.383  0.0014
C  0.507  0.059  2.259  0.0016
C  -5.865  -2.437  3.543  0.0000
H  -6.609  -1.602  1.092  0.0000
H  4.425  -0.685  -2.778  0.0001
C  -2.705  2.934  -1.901  0.0000
H  6.663  4.067  1.147  -0.0028
H  -2.104  -1.973  4.234  0.0000
H  4.280  -2.721  0.215  0.0000
C  0.527  0.193  3.655  -0.0015
H  -6.922  -2.548  3.342  0.0000
H  -0.991  -3.039  1.109  0.0000
C  -1.048  -3.335  0.070  0.0000
H  1.783  5.009  2.616  -0.0022
H  1.631  -2.219  -0.877  0.0000
C  -1.347  -4.654  -0.266  0.0000
H  1.033  3.178  -0.286  0.0100
H  -2.072  1.077  -2.787  0.0000
H  -5.126  -0.659  -0.634  0.0000
Br  -5.996  5.288  -2.834  0.0000
C  -5.336  -2.855  4.737  0.0002
H  -0.385  -0.010  4.192  -0.0001
N  -1.587  -0.779  2.292  0.0026
C  -3.670  -1.669  2.819  0.0004
C  -5.557  -1.464  1.295  0.0006
C  3.453  -1.041  -0.855  0.0010
H  6.395  2.494  1.894  -0.0023
H  3.257  0.984  -2.437  0.0005
C  -0.973  -3.290  -4.884  0.0000
C  -0.665  -2.017  -4.437  0.0000
H  -3.553  -3.037  5.925  0.0000
C  1.675  0.584  4.313  0.0010
H  1.444  3.326  3.023  -0.0032
C  1.498  4.042  2.201  -0.0082
H  5.298  -1.751  -1.691  0.0000
H  3.726  1.183  4.110  0.0001
H  4.187  3.876  2.497  0.0200
O  -0.269  -0.491  -2.678  0.0001
O  1.640  0.092  0.186  0.0056
C  4.439  2.733  -0.669  0.2115
H  5.179  2.437  -1.398  0.0117
C  4.821  3.114  0.578  0.0280
C  6.273  3.065  0.973  -0.0073

Total charge = -1
Gap between HOMO and LUMO (spin up / spin down) = 5.05 / 5.02 eV
Energy above the lowest of the compared OMol25 structures with the same formula, charge and spin = 104.77 kcal/mol
Multiplicity = 2
Expectation value of S² = 0.79
Molecular weight = 1128.58 g/mol
E_HOMO (spin up / spin down) = -3.47 / -3.45 eV

***

Here is C11H14N2OPPb as an isolated structure at a distorted geometry from the Open Molecules 2025 dataset. Energies are from the ωB97M-V functional and the def2-TZVPD basis.

Each line ends with the Mulliken charge.
Cartesian coordinates (Å):
H  3.377  0.105  -0.193  0.1287
C  -2.232  -1.860  -1.249  -0.6572
C  -0.704  3.865  2.774  -0.0489
C  -1.442  4.037  0.477  -0.4167
C  -1.008  2.730  0.256  -0.8850
H  0.024  1.875  3.285  0.4318
O  0.250  3.570  4.943  -0.7194
C  -1.151  -2.433  -0.515  -0.6247
C  -0.318  -1.738  -2.570  -0.6443
H  -2.265  -0.865  -3.273  0.3564
H  -1.577  5.655  1.953  0.1989
Pb  0.661  -0.187  1.770  0.4290
C  -1.703  -1.377  -2.480  -0.3861
H  -1.091  2.218  -0.709  0.4436
H  2.929  2.321  0.372  0.1345
C  -0.375  4.309  4.184  0.4005
H  -1.215  -2.899  0.476  0.4949
H  1.007  -2.798  -1.069  0.4003
H  -1.368  6.141  4.086  0.1607
P  2.879  0.950  0.876  -0.2123
N  -0.763  5.545  4.612  -0.3747
H  0.365  -1.563  -3.399  0.3807
C  -1.270  4.629  1.740  -0.5618
C  -0.368  2.533  2.497  0.3444
N  -0.456  1.990  1.250  -0.2869
H  -0.625  5.779  5.587  0.2266
C  0.031  -2.379  -1.347  -0.4877
H  3.963  0.908  1.835  0.1030
H  -1.901  4.581  -0.352  0.3393
H  -3.282  -1.802  -0.928  0.3327

Total charge = -1
Gap between HOMO and LUMO (spin up / spin down) = 4.00 / 5.00 eV
Energy above the lowest of the compared OMol25 structures with the same formula, charge and spin = 0.00 kcal/mol
Molecular weight = 428.42 g/mol
E_HOMO (spin up / spin down) = -1.75 / -2.71 eV

***

Here is C4H4S in the gas phase at a distorted geometry from the Open Molecules 2025 dataset. Energies are from the ωB97M-V functional and the def2-TZVPD basis.

Each line ends with the Mulliken charge.
Cartesian coordinates (Å):
C  -0.345  1.025  0.043  -0.1422
H  -0.331  -1.852  -0.740  0.3998
C  -0.299  -1.056  -0.057  -0.1650
C  0.797  -0.015  -0.031  -0.2317
H  -0.517  1.764  0.832  0.3607
C  -1.450  -0.002  -0.110  -0.4538
S  2.476  -0.018  -0.007  -0.2589
H  -0.096  1.438  -0.922  0.2413
H  -0.236  -1.285  0.991  0.2498

Gap between HOMO and LUMO = 8.21 eV
Energy above the lowest of the compared OMol25 structures with the same formula, charge and spin = 123.80 kcal/mol
Molecular weight = 84.14 g/mol
E_HOMO = -9.00 eV

***

Here is C3H8FN in the gas phase at a distorted geometry from the Open Molecules 2025 dataset. Energies are from the ωB97M-V functional and the def2-TZVPD basis.

Each line ends with the Löwdin spin population.
Cartesian coordinates (Å):
H  -0.708  -0.091  -1.925  0.2648
H  1.965  0.159  -0.037  0.0247
H  1.411  1.473  0.888  0.0086
H  0.210  0.978  -1.980  0.2030
C  -0.943  -0.935  0.427  0.0696
H  1.102  -0.175  1.687  0.0042
H  -1.826  -0.786  -0.094  0.0380
C  1.180  0.458  0.754  0.0599
C  -0.053  0.217  -0.047  0.1271
H  -0.557  -1.969  0.092  0.0171
N  0.159  0.181  -1.423  1.0136
H  -0.989  -0.882  1.441  0.0031
F  -0.951  1.372  0.218  0.1664

Gap between HOMO and LUMO (spin up / spin down) = 4.45 / 8.30 eV
Energy above the lowest of the compared OMol25 structures with the same formula, charge and spin = 75.76 kcal/mol
Multiplicity = 3
Expectation value of S² = 2.00
Molecular weight = 77.10 g/mol
E_HOMO (spin up / spin down) = -3.53 / -13.08 eV